No. 1
{"formula": "C4H6BeF4N2O12S4", "method": "wB97M-V/def2-TZVPD", "total_energy_ev": -86408.572, "e_homo_ev": -3.6285, "relative_energy_ev": 1.338, "total_charge": -2, "orbital_gap_ev": 8.32, "fmax_ha_per_bohr": 0.1419, "elements": ["Be", "N", "S", "O", "O", "F", "S", "O", "O", "F", "N", "S", "O", "O", "F", "S", "O", "O", "F", "C", "C", "O", "O", "H", "H", "H", "C", "C", "O", "O", "H", "H", "H"], "xyz": [[0.199, -0.044, 0.283], [-0.710, -1.452, -1.362], [-0.846, -1.425, -2.933], [-2.177, -1.179, -3.511], [0.015, -2.347, -3.623], [-0.166, -0.025, -3.100], [-1.717, -2.730, -1.070], [-1.668, -3.923, -1.895], [-3.010, -2.458, -0.468], [-0.952, -3.123, 0.299], [2.531, -0.435, 0.276], [3.077, -1.515, -0.900], [4.489, -1.768, -1.083], [2.267, -1.429, -2.077], [2.592, -2.858, -0.221], [3.880, 0.045, 0.866], [4.561, 1.020, -0.002], [4.684, -0.801, 1.683], [3.200, 1.022, 1.965], [-1.607, 3.665, -1.121], [-1.033, 2.379, -0.542], [0.217, 2.301, -0.462], [-1.790, 1.458, -0.157], [-0.961, 4.015, -1.923], [-1.579, 4.332, -0.259], [-2.596, 3.442, -1.518], [-2.028, 0.778, 3.613], [-0.921, 0.177, 2.854], [-1.086, -0.930, 2.258], [0.132, 0.794, 2.632], [-1.645, 1.126, 4.576], [-2.943, 0.227, 3.829], [-2.406, 1.659, 3.092]], "forces_ev_per_a": [[-1.16, 1.52, 1.23], [-1.58, -1.54, 0.62], [0.30, 2.07, -4.67], [1.80, -0.94, 1.59], [-0.83, 0.51, 0.54], [0.37, 0.42, -0.06], [-1.80, -2.31, 5.49], [0.69, 1.92, 0.13], [1.15, 0.74, -1.79], [0.38, -0.22, -0.97], [-0.64, -2.83, -2.68], [-1.16, -1.82, -1.66], [-1.17, 1.11, 0.79], [0.34, 0.62, 0.85], [-0.10, 0.11, 0.26], [2.48, 6.46, 2.32], [-0.86, -2.09, 1.09], [-0.32, -0.78, -0.45], [0.25, -0.67, -0.57], [0.22, -0.84, 0.21], [0.20, -0.98, 0.06], [0.84, -1.21, 0.11], [0.28, -0.39, 0.02], [0.06, 0.16, 0.15], [-0.40, 0.45, -0.32], [-0.14, 0.36, 0.29], [-1.00, 1.19, 1.64], [0.69, -2.00, -2.75], [-0.60, -0.17, -0.73], [0.81, 1.64, -0.21], [0.01, 0.17, -0.01], [0.42, -0.78, -0.30], [0.44, 0.10, -0.21]]}


No. 2
{"formula": "C4H6Br2O", "method": "wB97M-V/def2-TZVPD", "total_energy_ev": -146375.946, "e_homo_ev": -8.8177, "relative_energy_ev": 1.614, "smiles": "C/C(Br)=C(\\Br)CO", "orbital_gap_ev": 9.29, "fmax_ha_per_bohr": 0.0919, "elements": ["C", "C", "Br", "C", "Br", "C", "O", "H", "H", "H", "H", "H", "H"], "xyz": [[-0.680, 2.142, 0.300], [-0.739, 0.704, -0.166], [-2.437, -0.062, 0.014], [0.363, -0.210, -0.172], [2.229, 0.461, -0.100], [0.284, -1.728, -0.213], [1.357, -2.363, 0.349], [-0.631, 2.803, -0.583], [0.252, 2.103, 0.935], [-1.578, 2.407, 0.965], [0.124, -1.797, -1.306], [-0.561, -2.113, 0.284], [2.015, -2.348, -0.308]], "forces_ev_per_a": [[0.25, -0.39, 0.56], [3.64, -2.67, 1.38], [-0.65, -0.46, -0.38], [-2.44, 3.38, 0.88], [-1.56, -0.24, -0.16], [-0.44, 1.83, -1.56], [-0.25, -0.62, 0.74], [0.17, 0.07, 0.72], [-0.89, 1.02, -0.75], [1.35, -0.46, -1.16], [0.29, -1.30, 0.16], [-1.32, 0.03, 0.50], [1.83, -0.18, -0.93]]}


No. 3
{"formula": "C4H6Br4O", "method": "wB97M-V/def2-TZVPD", "total_energy_ev": -286461.551, "e_homo_ev": -9.6477, "orbital_gap_ev": 9.94, "fmax_ha_per_bohr": 0.0852, "elements": ["C", "C", "C", "C", "O", "Br", "Br", "Br", "Br", "H", "H", "H", "H", "H", "H"], "xyz": [[-2.259, 0.166, 0.201], [-0.782, -0.218, 0.636], [0.242, -0.101, -0.505], [1.691, -0.026, -0.131], [2.537, 0.024, -1.207], [-0.017, 1.463, -1.554], [-0.002, -1.639, -1.552], [2.118, -1.632, 1.050], [2.107, 1.500, 1.033], [-2.560, -0.636, -0.429], [-2.460, 1.275, -0.229], [-2.731, -0.017, 1.177], [-0.660, 0.550, 1.512], [-0.641, -1.144, 1.144], [3.416, 0.437, -1.146]], "forces_ev_per_a": [[1.03, 0.62, 0.95], [-0.53, 4.20, 1.11], [-0.42, 0.47, 0.85], [2.81, -0.05, 1.17], [-0.86, -0.65, -0.51], [-0.55, 0.96, -0.78], [-0.28, -1.27, -1.25], [0.04, 0.31, -0.37], [-0.16, 0.16, 0.12], [-0.84, -0.19, -1.04], [0.74, -2.93, 1.17], [-0.65, 0.53, -0.49], [0.81, -1.04, -1.76], [-0.46, -0.99, -0.09], [-0.68, -0.14, 0.91]]}


No. 4
{"formula": "C4H6BrCl4FN2O3S", "method": "wB97M-V/def2-TZVPD", "total_energy_ev": -147050.236, "e_homo_ev": -10.1421, "relative_energy_ev": 0.372, "orbital_gap_ev": 9.24, "fmax_ha_per_bohr": 0.0456, "elements": ["N", "C", "O", "C", "C", "N", "Br", "S", "O", "O", "F", "H", "H", "H", "H", "H", "H", "C", "Cl", "Cl", "Cl", "Cl"], "xyz": [[-1.680, -0.753, 3.098], [-2.576, -1.585, 2.345], [-3.385, -2.205, 2.935], [-2.590, -1.719, 0.798], [-1.763, -0.681, -0.003], [-0.379, -0.482, 0.496], [0.658, -2.043, 0.341], [0.330, 0.822, -0.361], [-0.408, 1.132, -1.536], [0.442, 1.935, 0.504], [1.789, 0.386, -0.809], [-0.704, -0.921, 2.879], [-1.927, 0.229, 3.027], [-3.643, -1.570, 0.498], [-2.354, -2.760, 0.524], [-2.324, 0.259, -0.118], [-1.674, -1.080, -1.035], [4.437, 2.207, -2.717], [5.522, 3.372, -3.490], [4.410, 2.496, -0.971], [2.805, 2.396, -3.372], [5.013, 0.563, -3.034]], "forces_ev_per_a": [[-0.03, -0.24, -0.24], [0.79, 0.60, -0.65], [-1.57, -1.14, 0.85], [0.49, 0.85, 0.22], [-0.63, -1.41, -1.22], [0.93, 0.60, -0.61], [-0.19, -0.25, 0.13], [-0.74, 2.10, -0.74], [0.16, -1.27, -0.70], [0.88, -0.52, 1.19], [-1.20, -0.23, 0.73], [-0.16, 0.43, -0.24], [0.27, -0.09, -0.04], [0.43, -0.09, 0.17], [0.15, 0.43, 0.20], [0.66, -0.07, 0.54], [-0.22, 0.30, 0.38], [-0.01, 0.03, 0.00], [-0.06, -0.07, 0.04], [0.00, -0.01, -0.10], [0.08, -0.01, 0.05], [-0.03, 0.08, 0.02]]}


No. 5
{"formula": "C4H6BrCoO2", "method": "wB97M-V/def2-TZVPD", "total_energy_ev": -115995.163, "e_homo_ev": [-13.9497, -13.9788], "relative_energy_ev": 4.553, "total_charge": 1, "orbital_gap_ev": [8.17, 6.65], "fmax_ha_per_bohr": 0.2780, "spin_multiplicity": 4, "elements": ["Co", "Br", "O", "C", "O", "C", "C", "C", "H", "H", "H", "H", "H", "H"], "xyz": [[3.948, 0.354, -0.862], [2.738, -0.712, -0.049], [0.502, 0.832, -2.260], [-0.098, 0.413, -1.212], [-1.388, -0.074, -1.147], [-1.740, -0.551, 0.145], [-0.737, 0.138, 1.055], [0.525, 0.248, 0.140], [-1.611, -1.632, 0.198], [-2.776, -0.252, 0.300], [-0.594, -0.374, 2.006], [-1.108, 1.154, 1.183], [1.187, -0.606, -0.002], [1.151, 1.062, 0.506]], "forces_ev_per_a": [[9.40, 8.49, -6.64], [-2.73, -10.10, 6.11], [-2.74, -1.85, 4.39], [0.96, 0.94, -3.84], [1.89, 0.93, -1.77], [0.38, 0.07, 0.46], [0.38, -0.44, -0.33], [-3.68, 2.41, 1.37], [-0.26, -0.08, -0.25], [0.14, -0.22, 0.17], [0.02, 0.21, -0.04], [0.31, 0.11, 0.41], [-3.83, -0.63, 0.46], [-0.22, 0.15, -0.49]]}


No. 6
{"formula": "C4H6BrF6LiO7S2", "method": "wB97M-V/def2-TZVPD", "total_energy_ev": -126806.583, "e_homo_ev": -2.2825, "relative_energy_ev": 0.311, "total_charge": -2, "orbital_gap_ev": 6.93, "fmax_ha_per_bohr": 0.0458, "elements": ["Li", "Br", "C", "F", "F", "F", "S", "O", "O", "O", "C", "F", "F", "F", "S", "O", "O", "O", "C", "C", "O", "H", "H", "H", "H", "H", "H"], "xyz": [[-1.230, -1.334, 0.884], [-2.832, -3.094, 1.323], [2.985, 0.032, 1.342], [4.190, 0.020, 1.919], [2.202, 0.861, 2.032], [3.052, 0.521, 0.134], [2.207, -1.711, 1.373], [2.751, -2.336, 2.582], [0.749, -1.504, 1.383], [2.653, -2.291, 0.117], [-0.086, 0.658, -2.928], [0.032, 0.919, -4.245], [1.062, 0.992, -2.381], [-1.065, 1.428, -2.417], [-0.505, -1.175, -2.608], [-1.507, -1.517, -3.610], [0.768, -1.885, -2.730], [-0.969, -1.122, -1.206], [-2.318, 1.640, 0.357], [-1.029, 1.451, 1.162], [-1.318, 0.380, 2.045], [-2.175, 2.306, -0.495], [-3.041, 2.096, 1.037], [-2.692, 0.702, -0.048], [-0.728, 2.364, 1.676], [-0.286, 1.176, 0.408], [-0.871, 0.422, 2.892]], "forces_ev_per_a": [[0.51, -0.42, -0.30], [-0.22, 0.02, 0.19], [-1.31, -1.81, 0.75], [0.37, 0.26, -0.16], [-0.27, 0.75, 0.82], [0.57, 0.33, -1.12], [-0.44, -1.60, -0.79], [-0.42, 1.02, -0.68], [1.11, 0.59, 0.58], [0.35, 0.55, 0.80], [-0.66, -1.71, -0.30], [-0.29, 0.19, -0.04], [0.54, 0.41, 0.61], [0.22, 0.33, -0.30], [0.85, -1.25, 1.12], [0.38, 0.69, 0.59], [-1.07, 1.07, -0.42], [-0.09, 0.53, -1.16], [0.04, 0.85, 0.46], [-0.69, -0.25, -1.34], [-0.29, -0.14, 0.20], [0.12, 0.06, 0.11], [-0.36, -0.18, -0.19], [0.08, -0.10, 0.19], [0.01, -0.04, 0.11], [0.53, -0.16, 0.49], [0.42, 0.00, -0.24]]}


No. 7
{"formula": "C4H6BrN", "method": "wB97M-V/def2-TZVPD", "total_energy_ev": -75772.894, "e_homo_ev": -8.6313, "relative_energy_ev": 4.027, "orbital_gap_ev": 9.24, "fmax_ha_per_bohr": 0.1538, "elements": ["C", "C", "C", "C", "N", "Br", "H", "H", "H", "H", "H", "H"], "xyz": [[-1.777, 1.110, 0.247], [1.457, -0.411, 0.034], [1.281, -1.695, -0.043], [0.082, 0.660, -0.178], [0.815, -2.806, 0.166], [2.988, 0.638, 0.214], [-2.094, 0.179, 0.785], [-1.674, 1.918, 0.882], [0.427, 1.636, 0.286], [-2.300, 1.381, -0.548], [0.224, 0.732, -1.206], [0.572, -3.342, -0.638]], "forces_ev_per_a": [[4.94, -5.49, 2.81], [-3.15, 1.93, 0.45], [-0.51, 0.40, 0.66], [0.15, 1.88, 2.11], [0.31, 0.05, 0.47], [0.30, -0.41, -0.15], [-0.26, 1.18, -0.61], [0.47, 1.40, 1.48], [0.18, -1.45, -0.67], [-1.95, 0.55, -3.87], [-0.48, 0.56, -1.87], [0.00, -0.60, -0.81]]}


No. 8
{"formula": "C4H6BrN3P", "method": "wB97M-V/def2-TZVPD", "total_energy_ev": -88031.878, "e_homo_ev": [-11.7428, -11.7012], "relative_energy_ev": 6.780, "total_charge": 1, "orbital_gap_ev": [6.14, 5.96], "fmax_ha_per_bohr": 0.0824, "elements": ["C", "C", "C", "C", "N", "N", "N", "P", "Br", "H", "H", "H", "H", "H", "H"], "xyz": [[-1.262, -1.643, 0.544], [-3.038, 0.098, 0.423], [-2.043, 1.034, 0.125], [-0.633, 0.527, 0.256], [-2.493, 2.244, 0.045], [-0.331, -0.769, 0.331], [0.254, 1.465, 0.125], [1.497, -1.127, -0.080], [-4.696, -0.499, -0.084], [-1.148, -2.734, 0.651], [-2.139, 3.029, 0.492], [-0.260, 2.356, -0.014], [1.230, 1.221, 0.093], [1.152, -1.628, -1.300], [1.506, -2.557, 0.432]], "forces_ev_per_a": [[-2.67, 1.13, -0.05], [0.42, -1.68, 0.12], [-1.15, -1.09, 1.09], [-1.77, 3.08, -0.57], [-0.62, -1.26, -1.72], [2.68, -3.28, 0.02], [-1.46, -0.47, 0.08], [-0.10, -1.97, 1.59], [1.30, 0.73, 0.15], [0.85, 0.61, -0.27], [1.16, 1.52, 1.06], [1.24, 0.05, -0.05], [0.46, 0.83, -0.02], [-0.23, -0.10, -1.22], [-0.10, 1.89, -0.21]]}


Q: Number 6 is which compound?
A: C4H6BrF6LiO7S2